ORCA calculation (wB97M-V/def2-TZVPD) on a molecular structure, C62H39BF8I4N4OPSbSeTl.

Last column: Löwdin charge in e.
Cartesian coordinates (Å):
Tl -0.51815 -0.87034 -0.16791  0.576
I -10.67601 1.78253 -1.86552  0.769
C -8.66673 1.33514 -1.37812  -0.727
C -8.30073 1.21969 -0.04958  -0.157
C -6.98003 0.93331 0.26280  -0.027
C -6.01582 0.77731 -0.73396  -0.175
C -6.42146 0.90231 -2.06438  -0.026
C -7.74034 1.17605 -2.39330  -0.154
C -4.60062 0.47548 -0.40645  -0.076
C -4.11887 -0.79636 -0.72226  -0.223
C -4.91904 -1.79802 -1.41946  0.003
C -4.24207 -2.95781 -1.34603  0.008
C -3.04897 -2.70064 -0.55878  -0.296
C -2.25963 -3.73649 -0.05853  -0.093
C -2.43093 -5.08507 -0.65842  -0.193
C -3.01870 -6.13965 0.03332  -0.035
C -3.12267 -7.39829 -0.54326  -0.162
C -2.63327 -7.58494 -1.82306  -0.722
I -2.82596 -9.49001 -2.72530  0.763
C -2.03881 -6.55770 -2.53395  -0.142
C -1.94422 -5.30458 -1.94573  0.003
C -1.30578 -3.61883 0.97650  -0.237
N -0.81900 -2.42418 1.40605  0.020
C 0.05225 -2.65948 2.41781  -0.250
C 0.84681 -1.64633 3.01113  -0.069
C 1.71146 -2.05476 4.14995  -0.186
C 3.08736 -1.82426 4.16889  -0.046
C 3.85743 -2.18462 5.26385  -0.141
C 3.24627 -2.79477 6.34365  -0.723
I 4.40262 -3.35741 8.02102  0.764
C 1.88785 -3.05024 6.35424  -0.159
C 1.12821 -2.67206 5.25725  -0.028
C 0.84207 -0.29850 2.65025  -0.216
C 1.63944 0.70579 3.32657  -0.001
C 1.29438 1.90690 2.82473  -0.009
C 0.20900 1.68441 1.87896  -0.235
N 0.00385 0.33882 1.75589  0.051
C -0.65488 2.74132 1.54370  -0.070
C -2.05566 2.52168 1.23034  -0.150
C -3.19210 3.05136 1.79291  -0.011
C -4.31973 2.40837 1.23057  -0.006
C -3.87512 1.45590 0.33838  -0.162
N -2.47997 1.61149 0.23497  0.165
C -0.11838 4.10412 1.66836  -0.163
C -0.75314 5.16088 2.32897  -0.013
C -0.16676 6.41390 2.42482  -0.163
C 1.07285 6.62813 1.85059  -0.727
I 1.94145 8.55387 1.95465  0.762
C 1.73218 5.61349 1.17697  -0.149
C 1.13579 4.36892 1.09391  -0.029
C 0.10300 -4.06856 2.66882  -0.020
C -0.72335 -4.66510 1.75902  0.006
N -2.98003 -1.37576 -0.24218  0.051
H -9.03375 1.34220 0.73642  0.087
H -6.69903 0.79607 1.29843  0.119
H -5.68356 0.79071 -2.84891  0.129
H -8.03748 1.26701 -3.42940  0.089
H -5.87573 -1.62103 -1.88135  0.098
H -4.53436 -3.92141 -1.73246  0.110
H -3.41472 -5.96916 1.02668  0.122
H -3.56898 -8.21705 0.00458  0.085
H -1.63953 -6.72000 -3.52561  0.092
H -1.48144 -4.48047 -2.47832  0.100
H 3.57008 -1.39912 3.29865  0.113
H 4.92130 -1.99066 5.26574  0.093
H 1.42014 -3.52706 7.20499  0.085
H 0.05967 -2.84358 5.26087  0.122
H 2.34004 0.51475 4.11926  0.103
H 1.65622 2.87081 3.13884  0.111
H -3.23242 3.78134 2.58216  0.088
H -5.34683 2.60547 1.48282  0.092
H -1.70838 5.00516 2.80648  0.090
H -0.66944 7.21112 2.95598  0.085
H 2.69709 5.78846 0.71766  0.091
H 1.62763 3.57324 0.55113  0.104
H 0.72425 -4.55537 3.40013  0.105
H -0.90350 -5.72118 1.64612  0.103
F 1.94099 -2.48159 0.12752  -0.363
Sb 3.46391 -3.60909 0.39275  1.397
F 2.42857 -5.11301 -0.11297  -0.362
F 3.03715 -3.94608 2.21254  -0.331
F 5.02718 -4.66181 0.68531  -0.388
F 4.42840 -2.04123 0.89986  -0.371
F 4.06347 -3.43147 -1.40179  -0.357
Se -0.44165 -1.37527 -2.50167  0.090
F -2.66063 1.55327 -2.18433  0.248
B -1.98019 1.87003 -1.09234  -0.828
F -1.01924 2.77130 -1.24950  0.266
O 1.46840 0.81822 -0.77741  -0.397
P 2.41806 1.42761 -1.74531  0.803
C 3.84474 2.11413 -0.85563  -0.253
C 3.97657 1.77075 0.48493  -0.057
C 5.04450 2.26206 1.22167  -0.068
C 5.97588 3.09308 0.61777  -0.096
C 5.85560 3.42448 -0.72641  -0.092
C 4.79515 2.92830 -1.46729  -0.090
C 3.16767 0.32068 -2.96515  -0.262
C 3.23564 -1.03826 -2.69116  -0.075
C 3.87199 -1.88892 -3.58353  -0.064
C 4.45745 -1.37750 -4.73078  -0.086
C 4.39362 -0.01707 -5.00676  -0.099
C 3.74534 0.83283 -4.12666  -0.098
C 1.75072 2.77210 -2.77415  -0.269
C 0.92115 2.38477 -3.82564  -0.075
C 0.31908 3.34599 -4.61824  -0.070
C 0.54477 4.69364 -4.36759  -0.091
C 1.36117 5.08136 -3.31621  -0.081
C 1.96365 4.11942 -2.51736  -0.083
H 3.23587 1.11971 0.93362  0.097
H 5.14939 1.99476 2.26537  0.104
H 6.80526 3.48414 1.19475  0.095
H 6.58855 4.06929 -1.19597  0.096
H 4.69673 3.17005 -2.51837  0.101
H 2.76983 -1.42897 -1.79835  0.063
H 3.90816 -2.94713 -3.36941  0.094
H 4.95847 -2.04227 -5.42472  0.095
H 4.84036 0.37890 -5.91129  0.092
H 3.66612 1.88907 -4.35511  0.097
H 0.72707 1.32792 -3.98462  0.096
H -0.33753 3.04617 -5.42513  0.104
H 0.07071 5.44601 -4.98660  0.095
H 1.52115 6.13226 -3.10784  0.099
H 2.58611 4.42065 -1.68533  0.090

Computed properties:
HOMO (spin up / spin down)	-1.46 / -2.35	eV
total energy	-7850.842319	Ha
spin multiplicity	2
energy above the lowest of the compared OMol25 structures with the same formula, charge and spin	43.64	kJ/mol
⟨S²⟩	0.95
net charge	-2